{
  "formula": "C18H16F5IrN3O16P2",
  "method": "the ωB97M-V functional and the def2-TZVPD basis",
  "e_above_lowest_kcal_mol": 7.6,
  "energy_ev": -91164.8751,
  "lumo_ha": 0.05085,
  "total_charge": -1,
  "elements": ["Ir", "N", "C", "C", "C", "O", "O", "H", "H", "H", "H", "H", "H", "C", "C", "O", "P", "O", "O", "O", "P", "O", "O", "O", "H", "H", "H", "H", "H", "H", "H", "O", "C", "O", "C", "C", "C", "C", "C", "C", "N", "O", "O", "N", "O", "O", "H", "H", "H", "F", "C", "C", "F", "C", "F", "C", "O", "C", "F", "C", "F"],
  "positions_angstrom": [[-0.46744, -0.26428, -0.19715], [0.26029, 0.94022, -1.66858], [-0.57347, 2.09539, -2.06225], [-1.95837, 1.62653, -2.47810], [-2.83242, 1.21368, -1.29792], [-4.03016, 1.43081, -1.31712], [-2.22669, 0.72098, -0.25794], [1.20176, 1.22832, -1.41621], [0.32899, 0.29096, -2.45578], [-0.08558, 2.62592, -2.88371], [-0.63163, 2.76394, -1.20251], [-1.87253, 0.76835, -3.14845], [-2.47995, 2.41796, -3.01366], [2.13918, -3.83895, 2.54289], [1.07815, -3.42596, 1.52666], [0.33737, -4.58049, 1.13003], [-0.12848, -2.29908, 2.29740], [0.72395, -1.42920, 3.25262], [-1.01004, -3.21411, 3.25176], [-1.04707, -1.62829, 1.31242], [1.78792, -2.63379, -0.00802], [3.38626, -2.63586, 0.17664], [1.40210, -3.52798, -1.11825], [1.41588, -1.15174, 0.01478], [1.66026, -4.30125, 3.40743], [2.71928, -2.98460, 2.88559], [2.80442, -4.56477, 2.07720], [0.36028, -4.58366, 0.15384], [0.50812, -0.45921, 3.43997], [-1.52851, -3.84717, 2.73456], [3.67928, -1.83800, 0.63210], [0.00075, 1.04474, 3.63008], [-0.46289, 1.22037, 2.49133], [0.15825, 0.86648, 1.43565], [-1.80433, 1.90894, 2.42259], [-1.85820, 3.28273, 2.57474], [-3.08905, 3.91825, 2.50695], [-4.26993, 3.23266, 2.31538], [-4.17755, 1.85940, 2.21052], [-2.97712, 1.17996, 2.25433], [-5.42194, 1.08837, 2.02851], [-6.44738, 1.71653, 1.85015], [-5.33335, -0.11851, 1.99885], [-3.14019, 5.38198, 2.64639], [-4.22930, 5.91889, 2.60777], [-2.08677, 5.97453, 2.78308], [-0.96191, 3.86372, 2.73647], [-5.21937, 3.73854, 2.25282], [-2.96490, 0.10590, 2.15221], [-0.60425, -6.43940, -3.49145], [-0.74282, -5.17268, -3.07121], [-1.53182, -4.88247, -1.97430], [-2.16879, -5.87598, -1.33837], [-1.68209, -3.57646, -1.54290], [-2.46897, -3.34074, -0.48786], [-1.03230, -2.51548, -2.17831], [-1.17371, -1.25385, -1.82601], [-0.25241, -2.84713, -3.28788], [0.42377, -1.86241, -3.91268], [-0.10267, -4.14174, -3.73403], [0.68088, -4.41244, -4.78658]],
  "atomic_forces_ev_per_a": [[-0.02, 0.09, 0.17], [0.09, -0.09, 0.04], [-0.03, -0.02, 0.01], [0.03, -0.06, 0.01], [0.07, 0.13, 0.12], [0.01, 0.04, -0.02], [-0.21, -0.34, 0.19], [-0.01, 0.03, -0.02], [0.02, 0.02, -0.03], [0.00, 0.01, 0.00], [-0.01, 0.01, -0.01], [0.00, 0.00, -0.03], [-0.01, 0.00, 0.02], [0.01, -0.06, -0.02], [0.03, 0.03, 0.00], [-0.15, 0.09, -0.05], [0.06, -0.13, -0.19], [-0.07, 0.00, 0.13], [0.04, 0.02, 0.05], [-0.17, 0.23, 0.14], [0.04, -0.02, 0.05], [0.00, 0.01, 0.08], [0.22, -0.01, 0.15], [-0.03, 0.02, -0.24], [-0.01, -0.01, -0.01], [0.00, -0.01, -0.01], [0.01, 0.00, 0.00], [0.07, -0.05, 0.01], [-0.01, 0.09, -0.02], [0.02, -0.01, -0.02], [-0.01, 0.03, -0.03], [0.02, -0.20, -0.07], [0.02, -0.05, -0.01], [0.01, 0.14, 0.04], [0.02, 0.03, -0.13], [0.00, 0.02, -0.10], [0.00, -0.04, 0.02], [0.00, 0.02, 0.02], [0.01, -0.01, 0.15], [0.02, 0.00, 0.06], [0.07, 0.00, -0.72], [-0.03, 0.01, 0.26], [-0.03, -0.02, 0.26], [0.00, 0.05, -0.08], [0.01, -0.02, 0.03], [-0.01, -0.02, 0.02], [-0.01, 0.01, -0.01], [0.00, 0.00, 0.00], [0.02, -0.03, -0.06], [0.00, -0.02, 0.00], [0.02, 0.03, -0.01], [0.00, 0.04, -0.02], [-0.02, -0.03, 0.02], [-0.01, -0.01, -0.09], [-0.04, 0.01, 0.03], [-0.06, -0.05, 0.00], [0.08, 0.09, -0.09], [-0.08, 0.00, -0.06], [0.00, -0.03, 0.02], [-0.05, 0.03, 0.02], [0.01, 0.00, -0.01]]
}